No. 1
{
  "formula": "C8H20O7PS2",
  "method": "ωB97M-V/def2-TZVPD",
  "elements": ["C", "S", "C", "C", "C", "C", "O", "O", "P", "O", "O", "H", "H", "H", "H", "H", "H", "H", "H", "H", "H", "H", "H", "O", "S", "O", "O", "C", "C", "C", "H", "H", "H", "H", "H", "H", "H", "H"],
  "coordinates": [[-0.59920, 0.86757, -4.72831], [0.38701, -0.70562, -4.27733], [1.38894, -0.17465, -2.77006], [1.66421, -1.40626, -1.69151], [0.24097, -1.74091, -0.94163], [0.45348, -2.54623, 0.49981], [-0.31357, -3.64098, 0.75564], [1.44402, -2.10605, 1.51694], [1.61850, -1.05877, -5.99683], [0.80886, -2.07376, -7.19303], [1.83974, 0.47392, -6.86354], [-0.63976, 0.87850, -5.89785], [-1.64055, 0.75483, -4.20062], [-0.02324, 1.77768, -4.25242], [0.71063, 0.60709, -2.17553], [2.36826, 0.41371, -3.06504], [2.16171, -2.35231, -2.21388], [2.46197, -0.98083, -0.91571], [-0.41296, -2.45133, -1.62202], [-0.38661, -0.74461, -0.78780], [1.16026, -1.17681, 1.82317], [-0.03844, -1.63950, -7.51578], [1.04609, 0.63214, -7.47859], [0.53956, 2.59276, 5.05280], [0.13726, 1.27355, 4.61529], [0.17102, 0.88183, 3.22218], [-1.34023, 0.94275, 5.21634], [-2.39428, 1.86480, 4.98172], [-2.95814, 1.71494, 3.58129], [1.03437, 0.06681, 5.55971], [-2.06375, 2.89199, 5.16732], [-3.18180, 1.64275, 5.70987], [-2.22864, 2.02737, 2.82874], [-3.85577, 2.32812, 3.45836], [-3.20985, 0.66966, 3.37347], [0.95605, 0.31810, 6.61934], [2.07906, 0.09834, 5.24366], [0.61480, -0.92058, 5.36184]],
  "atomic_forces_ev_per_a": [[-0.30, 0.39, 0.65], [-2.24, 1.75, 1.00], [1.25, 0.91, 1.90], [0.14, 0.43, -0.10], [0.26, -0.53, 0.06], [-3.71, -5.03, 2.08], [5.53, 7.53, -1.89], [-3.22, 0.76, -2.45], [2.64, -0.10, -4.51], [-0.71, 3.30, 2.44], [-2.88, -2.56, 0.81], [-0.12, 0.23, 2.47], [2.01, 0.22, -1.32], [-1.11, -1.84, -1.31], [1.16, -1.66, -1.71], [-1.96, -1.42, 0.28], [-1.25, 2.05, 1.14], [-1.81, -0.86, -1.70], [1.36, 1.35, 1.63], [1.45, -2.07, 0.03], [0.54, -1.65, -0.66], [1.19, -0.93, 0.26], [1.70, -0.11, 1.03], [-0.47, -0.96, -0.89], [-0.37, -0.08, 1.04], [0.10, 0.43, 0.44], [1.56, -0.27, -0.17], [-0.98, 0.73, -0.35], [0.10, -0.02, -0.35], [-0.15, -0.06, 0.04], [0.13, -0.16, 0.01], [0.39, -0.15, 0.03], [-0.08, 0.01, 0.09], [0.10, -0.08, 0.10], [-0.04, 0.15, 0.12], [-0.04, 0.02, -0.21], [-0.17, 0.12, -0.06], [0.00, 0.14, 0.00]],
  "nbo_charge": [-0.7087, 0.3708, -0.5329, -0.4315, -0.5288, 0.7664, -0.5173, -0.7185, 1.2537, -0.9066, -0.9300, 0.2483, 0.2790, 0.2755, 0.2727, 0.2828, 0.2529, 0.2702, 0.2618, 0.2369, 0.5132, 0.4947, 0.4940, -0.9098, 2.3512, -0.9638, -0.7062, -0.0817, -0.6394, -0.8786, 0.2002, 0.2027, 0.2133, 0.2218, 0.2164, 0.2630, 0.2558, 0.2569],
  "molar_mass_g_mol": 323.3,
  "lumo_ha": -0.1693,
  "homo_ev": -12.858,
  "e_tot_ha": -1980.8336,
  "relative_energy_kj_mol": 27.8,
  "charge": 1
}

No. 2
{
  "formula": "C6H12O",
  "method": "ωB97M-V/def2-TZVPD",
  "elements": ["C", "C", "O", "C", "C", "C", "C", "H", "H", "H", "H", "H", "H", "H", "H", "H", "H", "H", "H"],
  "coordinates": [[-0.68461, -0.55464, -2.46023], [0.01822, 0.43209, -1.54503], [-0.47952, 0.30145, -0.21401], [-0.02517, 1.40285, 0.81671], [-0.00774, 0.74551, 2.08560], [0.84011, -0.51404, 2.07022], [0.17343, -1.15591, 0.92877], [-0.33553, -0.44318, -3.49278], [-0.49681, -1.58647, -2.14581], [-1.76533, -0.38597, -2.43717], [-0.16917, 1.46140, -1.87415], [1.11080, 0.27764, -1.54837], [0.96014, 1.68658, 0.41256], [-0.73470, 2.22753, 0.72164], [-0.95461, 0.68001, 2.61903], [1.90915, -0.33812, 1.90100], [0.70859, -1.08300, 2.99577], [0.71710, -1.52346, 0.05806], [-0.78435, -1.63027, 1.10818]],
  "atomic_forces_ev_per_a": [[-0.02, -0.04, -0.01], [0.07, 0.05, -0.16], [0.00, -0.10, 0.14], [0.09, 0.17, 0.00], [-0.18, 0.11, 0.01], [0.10, -0.14, -0.08], [0.02, -0.12, -0.06], [-0.03, 0.00, 0.16], [-0.02, 0.14, -0.05], [0.15, -0.02, -0.01], [0.04, -0.13, 0.03], [-0.16, 0.01, -0.01], [-0.13, -0.07, 0.08], [0.08, -0.13, 0.02], [0.12, 0.02, -0.05], [-0.16, 0.01, 0.02], [-0.01, 0.07, -0.13], [-0.08, 0.09, 0.13], [0.12, 0.08, -0.01]],
  "nbo_charge": [-0.6248, -0.0809, -0.5423, -0.1440, -0.4598, -0.5088, -0.0323, 0.2138, 0.2064, 0.2171, 0.1904, 0.1666, 0.1663, 0.2117, 0.1888, 0.2053, 0.2368, 0.1833, 0.2064],
  "molar_mass_g_mol": 100.2,
  "lumo_ha": [0.0264, 0.0264],
  "homo_ev": [-6.500, -6.499],
  "e_tot_ha": -310.8757,
  "relative_energy_kj_mol": 482.1,
  "charge": 0
}

No. 3
{
  "formula": "H2N3P3",
  "method": "ωB97M-V/def2-TZVPD",
  "elements": ["N", "N", "N", "P", "P", "P", "H", "H"],
  "coordinates": [[2.91415, -0.84536, -0.05942], [2.03371, 1.53994, 0.18203], [0.49114, -0.90520, -0.61625], [1.61103, -1.79270, 0.00596], [3.40350, 0.64600, 0.06274], [0.59468, 1.30194, -0.40270], [-0.25027, -1.26379, -1.16080], [-0.38868, 1.03240, 0.63816]],
  "atomic_forces_ev_per_a": [[0.62, -0.60, 0.96], [-2.56, 0.87, 0.31], [-1.91, 5.03, -0.82], [2.59, -2.15, 0.89], [2.02, -0.61, -0.60], [-0.43, -2.77, -0.17], [-0.94, -0.26, -0.50], [0.61, 0.47, -0.07]],
  "nbo_charge": [-1.2992, -1.2058, -1.1882, 1.0969, 1.1143, 1.0869, 0.4010, -0.0058],
  "molar_mass_g_mol": 137.0,
  "lumo_ha": [-0.0095, -0.1165],
  "homo_ev": [-6.155, -9.307],
  "e_tot_ha": -1189.4213,
  "relative_energy_kj_mol": 121.9,
  "charge": 0,
  "multiplicity": 3
}

No. 4
{
  "formula": "C6H11NO2",
  "method": "ωB97M-V/def2-TZVPD",
  "elements": ["C", "C", "C", "C", "C", "O", "N", "C", "O", "H", "H", "H", "H", "H", "H", "H", "H", "H", "H", "H"],
  "coordinates": [[-0.99984, 0.51785, 0.00640], [-1.26061, -0.15544, -1.27286], [2.45660, -0.50971, 0.19888], [-0.35395, 1.84532, 0.08662], [-1.52397, -0.06837, 1.25885], [1.11173, -0.42592, -0.27002], [-0.74966, -1.51188, -1.11094], [0.51275, -1.65629, -0.72439], [1.18355, -2.67053, -0.69062], [-2.34254, -0.22963, -1.43631], [-0.82813, 0.40108, -2.11259], [2.72787, 0.49241, 0.53375], [2.53973, -1.21910, 1.02386], [3.12508, -0.82683, -0.60311], [0.19445, 1.99187, 1.01797], [0.29036, 2.04150, -0.76548], [-1.17586, 2.57843, 0.07245], [-0.68957, -0.33818, 1.91387], [-2.09422, 0.70008, 1.79512], [-2.12377, -0.95667, 1.07855]],
  "atomic_forces_ev_per_a": [[0.13, -0.08, -0.01], [0.27, -0.09, 0.08], [-0.15, -0.10, -0.07], [0.03, 0.02, 0.01], [0.00, -0.05, -0.05], [-0.17, -0.12, -0.03], [-0.06, 0.12, 0.07], [0.10, 0.03, 0.01], [-0.07, 0.35, 0.08], [0.01, 0.01, 0.07], [0.00, 0.01, 0.05], [-0.01, -0.03, -0.01], [-0.02, 0.03, -0.05], [-0.05, 0.01, 0.04], [-0.06, -0.04, -0.02], [-0.05, -0.03, 0.00], [0.01, -0.08, 0.00], [0.00, 0.03, -0.06], [0.06, -0.01, -0.06], [0.03, 0.03, -0.04]],
  "nbo_charge": [0.6088, -0.3723, -0.2446, -0.7282, -0.7461, -0.6072, -0.6171, 0.8256, -0.6530, 0.2404, 0.1987, 0.1758, 0.1918, 0.1973, 0.2392, 0.2538, 0.2611, 0.2692, 0.2450, 0.2616],
  "molar_mass_g_mol": 129.2,
  "lumo_ha": [-0.0432, -0.0432],
  "homo_ev": [-8.162, -8.161],
  "e_tot_ha": -440.3553,
  "relative_energy_kj_mol": 346.5,
  "charge": 0
}

No. 5
{
  "formula": "C22H29IrN6O2S",
  "method": "ωB97M-V/def2-TZVPD",
  "elements": ["Ir", "C", "O", "C", "C", "C", "C", "C", "C", "N", "N", "C", "C", "O", "C", "C", "C", "C", "C", "C", "C", "C", "H", "H", "H", "H", "H", "H", "H", "H", "H", "H", "H", "H", "H", "N", "N", "H", "H", "H", "H", "C", "N", "C", "C", "S", "N", "C", "C", "H", "H", "H", "H", "H", "H", "H", "H", "H", "H", "H", "H"],
  "coordinates": [[0.67827, 1.09822, -1.51194], [3.61606, 1.87080, -2.35106], [2.60401, 1.91286, -1.30566], [3.04401, 1.74655, 0.01849], [4.33505, 2.01999, 0.42137], [4.66325, 1.84706, 1.75976], [3.71330, 1.41021, 2.67382], [2.42071, 1.13973, 2.26065], [2.08523, 1.30994, 0.92533], [0.77680, 1.04572, 0.41218], [-0.17440, 0.89974, 1.21408], [-1.45969, 0.68346, 0.84149], [-1.92372, 0.47106, -0.49124], [-1.17429, 0.41877, -1.56589], [-3.30919, 0.24586, -0.70209], [-4.18569, 0.22348, 0.33514], [-3.77180, 0.41805, 1.68445], [-4.70622, 0.38699, 2.73700], [-4.29789, 0.57969, 4.03049], [-2.94171, 0.81374, 4.29628], [-2.01384, 0.85396, 3.28150], [-2.40929, 0.65017, 1.95088], [4.25382, 1.00178, -2.20144], [4.19085, 2.79273, -2.32287], [3.07272, 1.79134, -3.28708], [5.08295, 2.36395, -0.27786], [5.67307, 2.05569, 2.08418], [3.98235, 1.27587, 3.71191], [1.66643, 0.79421, 2.95329], [-3.63633, 0.09822, -1.72304], [-5.23828, 0.05640, 0.13856], [-5.74935, 0.21115, 2.50620], [-5.01277, 0.55668, 4.84091], [-2.61818, 0.97045, 5.31673], [-0.97677, 1.04798, 3.51155], [-0.14797, 2.96959, -1.81106], [0.25246, 2.93118, -3.20148], [-1.15998, 3.04809, -1.70954], [0.28233, 3.76947, -1.35089], [0.67527, 3.80427, -3.49909], [-0.54953, 2.73296, -3.79037], [1.79486, -2.45253, 0.80943], [0.79607, -2.88394, -0.17026], [0.32280, -4.25746, 0.04306], [0.53723, -2.20614, -1.28348], [1.69590, -1.00472, -1.85003], [-0.55088, -2.47561, -2.00167], [-0.66177, -2.13251, -3.42076], [-1.81310, -2.89267, -1.38416], [1.46107, -2.77882, 1.79315], [1.89959, -1.37416, 0.80497], [2.76267, -2.90638, 0.59293], [1.16248, -4.83588, 0.42485], [0.00356, -4.69463, -0.89717], [-0.48832, -4.30098, 0.76879], [0.30475, -2.20863, -3.90742], [-1.06744, -1.12906, -3.54568], [-1.34102, -2.85021, -3.87709], [-1.77809, -2.73391, -0.30944], [-2.05086, -3.93460, -1.59541], [-2.60154, -2.26527, -1.79824]],
  "atomic_forces_ev_per_a": [[0.17, -0.45, -0.18], [-0.03, -0.06, 0.01], [0.16, 0.05, 0.08], [0.00, -0.02, -0.05], [0.00, 0.01, 0.00], [-0.01, 0.00, 0.00], [0.02, 0.00, -0.01], [-0.03, 0.02, 0.02], [-0.03, -0.02, 0.04], [-0.15, 0.10, 0.09], [-0.02, -0.11, -0.10], [0.10, 0.00, -0.04], [0.01, -0.16, 0.12], [-0.09, 0.31, -0.11], [-0.02, -0.01, -0.01], [0.03, 0.02, 0.04], [0.00, -0.02, -0.08], [0.00, 0.00, 0.03], [0.00, 0.00, -0.02], [0.00, 0.00, -0.01], [-0.01, 0.00, 0.03], [0.01, 0.01, -0.02], [0.00, 0.00, -0.01], [0.01, 0.00, -0.01], [0.00, 0.02, -0.01], [0.00, 0.00, 0.00], [0.00, 0.00, 0.01], [0.00, 0.00, 0.00], [0.01, 0.00, 0.01], [-0.01, 0.01, 0.00], [0.00, 0.00, 0.00], [0.00, 0.00, 0.00], [0.00, 0.00, 0.00], [0.00, 0.00, 0.00], [0.00, 0.00, 0.00], [0.11, 0.48, -0.06], [-0.25, -0.37, 0.00], [0.01, 0.01, 0.01], [-0.04, 0.00, 0.00], [0.03, 0.01, 0.02], [-0.07, 0.11, 0.04], [0.01, 0.01, 0.00], [0.03, -0.03, 0.00], [-0.01, 0.01, -0.01], [-0.06, 0.00, -0.05], [0.09, 0.07, 0.15], [-0.01, 0.06, 0.02], [0.02, -0.04, 0.02], [0.03, -0.04, 0.02], [-0.01, 0.00, 0.00], [0.00, -0.01, 0.00], [0.00, 0.00, 0.01], [0.00, 0.00, 0.00], [-0.02, 0.00, -0.03], [0.00, 0.00, 0.00], [0.00, 0.03, 0.00], [-0.02, 0.02, 0.01], [0.00, 0.00, -0.01], [0.00, 0.00, 0.00], [0.01, -0.01, 0.00], [0.01, -0.02, 0.00]],
  "nbo_charge": [1.0730, -0.2562, -0.5349, 0.3384, -0.2718, -0.1544, -0.1897, -0.1803, -0.0018, -0.1457, -0.0961, -0.0018, 0.3713, -0.6645, -0.3167, -0.0548, -0.1085, -0.1432, -0.2007, -0.1509, -0.2128, -0.0189, 0.2212, 0.2153, 0.2198, 0.2443, 0.2474, 0.2471, 0.2485, 0.2367, 0.2374, 0.2287, 0.2398, 0.2337, 0.2250, -0.5967, -0.6730, 0.4132, 0.4128, 0.4052, 0.4023, -0.4112, -0.3809, -0.4175, 0.4257, -0.1854, -0.3916, -0.4117, -0.4158, 0.2249, 0.2198, 0.2263, 0.2344, 0.2262, 0.2217, 0.2364, 0.2120, 0.2281, 0.2200, 0.2264, 0.2250],
  "molar_mass_g_mol": 633.8,
  "lumo_ha": -0.2421,
  "homo_ev": -13.247,
  "e_tot_ha": -1836.7085,
  "relative_energy_kj_mol": 0.0,
  "charge": 2
}

No. 6
{
  "formula": "C9H10IN3",
  "method": "ωB97M-V/def2-TZVPD",
  "elements": ["C", "C", "C", "C", "C", "C", "C", "C", "C", "N", "N", "N", "I", "H", "H", "H", "H", "H", "H", "H", "H", "H", "H"],
  "coordinates": [[-0.62387, 3.34276, -0.27930], [-1.45034, 2.34105, -0.79170], [0.48454, 2.98579, 0.39391], [-1.25137, 1.03182, -0.52947], [0.87506, 1.63112, 0.45996], [-0.10424, 0.55716, 0.14009], [2.74364, 0.29944, 1.14203], [-1.43108, -2.15961, -0.50064], [0.64344, -2.93364, 0.67212], [1.99005, 1.20252, 0.84510], [0.31498, -0.64313, 0.33841], [-0.17108, -1.85730, 0.18989], [4.19763, -0.56882, -0.25881], [-0.71589, 4.37589, -0.52160], [-2.32134, 2.61028, -1.30206], [1.18843, 3.75468, 0.87127], [-1.79066, 0.33356, -1.02917], [-2.27757, -1.87216, 0.02511], [-1.25760, -1.86028, -1.57566], [-1.65169, -3.22561, -0.52858], [0.21135, -3.86749, 0.10668], [1.72178, -2.61506, 0.37936], [0.67586, -2.86298, 1.75307]],
  "atomic_forces_ev_per_a": [[-1.01, -0.08, -0.84], [0.22, 1.32, 0.82], [3.46, -0.43, 1.58], [1.84, 0.18, 0.90], [-6.49, 1.50, -1.29], [-0.30, 3.08, -1.23], [-1.86, 2.41, -0.07], [2.17, -0.93, -1.84], [1.49, 0.05, -1.85], [6.84, -3.57, 3.06], [1.80, -3.07, 1.23], [-1.80, 1.29, -0.59], [0.82, -0.56, -0.68], [-0.69, 0.57, 0.00], [-1.10, 0.44, -1.01], [-1.02, -1.19, -1.04], [-2.07, -1.88, -1.06], [-1.60, 1.81, 0.58], [-1.04, 0.11, 1.09], [0.81, -0.32, -0.04], [1.45, 1.42, 1.80], [-1.56, -1.19, 0.15], [-0.37, -0.96, 0.35]],
  "nbo_charge": [-0.2316, -0.2017, -0.2057, -0.2439, 0.1193, 0.1119, 0.2502, -0.4555, -0.4193, -0.4565, -0.2615, -0.1471, -0.0095, 0.2171, 0.2082, 0.2230, 0.2001, 0.2153, 0.2156, 0.2136, 0.2114, 0.2323, 0.2144],
  "molar_mass_g_mol": 287.1,
  "lumo_ha": [0.0218, -0.0594],
  "homo_ev": [-6.128, -8.359],
  "e_tot_ha": -810.6926,
  "charge": 0,
  "multiplicity": 3
}